{"formula": "C27H51AsNPdS3SbSi3", "method": "ωB97M-V/def2-TZVPD", "homo_energy_ev": [-3.425, -3.738], "e_tot_ev": -157317.8005, "spin_multiplicity": 2, "orbital_gap_ev": [3.47, 4.14], "largest_force_ev_per_a": 1.54, "charge": -1, "symbols": ["Pd", "S", "Sb", "S", "S", "C", "Si", "C", "C", "As", "Si", "C", "C", "C", "Si", "C", "C", "C", "H", "H", "H", "H", "H", "H", "H", "H", "H", "H", "H", "H", "H", "H", "H", "H", "H", "H", "H", "H", "H", "H", "H", "H", "H", "H", "H", "C", "C", "C", "C", "C", "C", "C", "C", "N", "C", "C", "C", "C", "C", "C", "C", "C", "C", "C", "H", "H", "H", "H", "H", "H", "H", "H", "H", "H", "H", "H", "H", "H", "H", "H", "H", "H", "H", "H", "H", "H", "H", "H"], "xyz": [[1.691, -0.275, 0.667], [4.304, 2.510, 1.739], [4.337, 0.204, 1.777], [2.412, -0.645, 2.979], [3.805, -0.724, -0.437], [-3.041, -1.755, 1.493], [-2.127, -2.028, -0.165], [-2.488, -0.557, -1.328], [-2.961, -3.573, -0.956], [0.238, -2.069, 0.108], [1.078, -2.778, -1.999], [-0.026, -4.044, -2.929], [2.797, -3.628, -2.001], [1.157, -1.194, -3.070], [0.616, -3.890, 1.583], [2.461, -4.382, 1.421], [0.223, -3.385, 3.391], [-0.457, -5.429, 1.162], [-4.121, -1.789, 1.367], [-2.780, -0.782, 1.904], [-2.767, -2.511, 2.226], [-3.544, -0.308, -1.385], [-2.137, -0.768, -2.336], [-1.957, 0.318, -0.962], [-4.032, -3.421, -1.035], [-2.798, -4.465, -0.363], [-2.585, -3.771, -1.951], [-0.343, -4.845, -2.268], [0.526, -4.490, -3.751], [-0.912, -3.577, -3.346], [2.724, -4.678, -1.726], [3.480, -3.134, -1.316], [3.240, -3.575, -2.993], [0.206, -0.662, -3.049], [1.418, -1.383, -4.108], [1.917, -0.534, -2.652], [3.047, -3.476, 1.264], [2.629, -5.042, 0.573], [2.848, -4.876, 2.309], [0.624, -2.389, 3.573], [0.677, -4.056, 4.116], [-0.849, -3.365, 3.581], [-0.406, -5.660, 0.103], [-1.499, -5.258, 1.414], [-0.132, -6.307, 1.708], [-1.736, -0.038, 4.558], [-1.766, 0.906, 3.388], [-2.800, 1.827, 3.239], [-2.783, 2.719, 2.175], [-3.886, 3.729, 2.025], [-1.751, 2.696, 1.259], [-0.685, 1.768, 1.356], [-0.759, 0.869, 2.453], [0.385, 1.655, 0.553], [0.739, 2.597, -0.493], [0.933, 4.030, 0.035], [1.408, 4.942, -1.097], [2.761, 4.460, -1.617], [2.602, 3.040, -2.156], [1.598, 3.031, -3.308], [0.245, 3.512, -2.786], [0.386, 4.933, -2.236], [-0.247, 2.582, -1.679], [2.102, 2.141, -1.035], [-2.617, 0.089, 5.184], [-0.848, 0.138, 5.164], [-1.697, -1.071, 4.216], [-3.608, 1.853, 3.957], [-4.684, 3.536, 2.740], [-4.304, 3.705, 1.020], [-3.506, 4.736, 2.201], [-1.769, 3.430, 0.470], [0.060, 0.159, 2.588], [1.680, 4.002, 0.833], [0.011, 4.424, 0.463], [1.508, 5.965, -0.711], [3.492, 4.466, -0.806], [3.125, 5.126, -2.406], [3.571, 2.667, -2.507], [1.505, 2.022, -3.720], [1.942, 3.687, -4.112], [-0.488, 3.506, -3.606], [-0.583, 5.291, -1.874], [0.708, 5.608, -3.035], [-0.318, 1.556, -2.054], [-1.247, 2.881, -1.364], [2.824, 2.171, -0.208], [2.003, 1.100, -1.399]], "atomic_forces_ev_per_a": [[0.31, 1.47, 0.04], [0.40, -0.72, 0.24], [-1.03, 0.56, -0.30], [0.90, 0.30, -0.71], [0.34, -0.18, 1.03], [0.69, -0.04, -0.48], [-1.47, 0.41, -0.23], [0.43, -0.49, 0.48], [0.76, 0.40, 0.29], [-0.56, -1.21, -0.27], [0.33, -0.39, -1.36], [0.14, 0.51, 0.52], [-0.53, 0.43, 0.52], [0.00, -0.39, 0.66], [0.39, -0.90, 0.71], [-0.62, 0.48, -0.07], [0.04, 0.15, -0.82], [0.25, 0.80, -0.01], [-0.09, -0.07, -0.23], [0.04, 0.10, 0.03], [0.04, -0.14, 0.12], [-0.23, -0.10, 0.09], [0.08, -0.04, -0.17], [0.09, 0.19, 0.07], [-0.23, 0.25, 0.10], [0.04, -0.22, 0.16], [0.10, -0.03, -0.24], [-0.09, -0.18, 0.11], [0.25, -0.01, -0.14], [-0.21, 0.10, -0.06], [-0.10, -0.13, 0.05], [0.06, -0.05, 0.06], [-0.12, 0.09, -0.26], [-0.06, 0.06, 0.03], [0.02, -0.25, -0.13], [0.00, 0.06, -0.02], [0.09, 0.06, -0.01], [-0.05, -0.06, -0.14], [-0.13, -0.05, 0.21], [-0.05, -0.01, 0.07], [0.13, -0.21, -0.05], [-0.14, 0.01, -0.05], [0.02, -0.06, -0.26], [-0.21, 0.08, 0.04], [0.22, -0.15, 0.22], [0.02, 0.06, -0.06], [0.04, 0.06, -0.13], [-0.17, 0.07, 0.10], [-0.13, -0.17, 0.17], [0.04, 0.04, 0.02], [0.12, 0.11, -0.17], [0.17, -0.06, 0.21], [0.00, -0.19, 0.28], [0.50, -1.07, 0.02], [0.07, -0.18, 0.21], [-0.05, 0.00, -0.11], [-0.01, 0.34, 0.06], [-0.06, -0.01, -0.03], [0.18, -0.09, -0.16], [-0.01, 0.09, 0.04], [-0.25, 0.01, -0.28], [0.03, -0.03, -0.02], [0.07, 0.04, 0.05], [-0.16, -0.12, -0.09], [-0.05, -0.02, 0.07], [0.05, -0.01, 0.07], [-0.02, -0.14, 0.02], [-0.11, 0.03, 0.11], [-0.08, 0.03, 0.02], [-0.06, 0.02, -0.07], [-0.03, 0.08, 0.00], [-0.01, 0.01, -0.10], [-0.28, 0.31, -0.04], [0.00, -0.07, 0.04], [-0.02, 0.01, 0.02], [0.01, -0.05, -0.03], [0.06, -0.01, 0.02], [0.02, 0.05, -0.04], [-0.03, 0.01, 0.04], [0.00, -0.05, -0.01], [0.02, 0.03, -0.08], [0.09, 0.03, 0.07], [-0.03, 0.01, 0.01], [0.00, 0.05, -0.02], [0.02, -0.02, 0.02], [-0.03, -0.02, 0.00], [-0.19, -0.16, -0.21], [0.04, 0.55, 0.15]]}